# 1
Molecular formula: C40H34BrCl52F8N4O3P
Method: DFT, wB97M-V/def2-TZVPD

Results
Orbital gap, eV: 6.5
DFT total energy, Eh: -29632.53624
Net charge: 0
Energy above the lowest of the compared OMol25 structures with the same formula, charge and spin, kcal per mole: 556.1
LUMO, eV: -2.22

Element x y z (Å)
C -2.04 -6.89 4.37
C -2.67 -5.85 5.27
C -3.85 -4.80 4.74
O -4.98 -5.37 4.31
O -3.59 -3.35 4.82
C -4.71 -2.57 4.21
C -4.32 -0.99 4.43
C -5.04 0.05 3.38
C -4.18 0.24 1.96
C -4.92 1.46 1.16
C -4.85 1.39 -0.48
C -3.78 0.29 -1.08
C -4.18 -1.31 -1.32
C -5.64 -1.96 -0.93
F -6.38 -1.27 0.15
F -5.57 -3.39 -0.45
C -6.58 -1.92 -2.29
F -7.31 -0.60 -2.26
F -5.78 -1.90 -3.55
C -7.75 -3.08 -2.31
F -8.82 -2.60 -3.26
F -8.45 -3.23 -0.99
F -7.15 -4.34 -2.81
C -2.97 -2.24 -2.02
C -3.19 -3.85 -2.41
N -2.89 -4.78 -1.25
C -2.11 -4.11 -0.14
C -1.46 -1.61 -2.38
N -0.47 -2.58 -2.97
C 0.86 -1.97 -3.28
P 2.22 -3.16 -4.00
O 1.74 -4.84 -3.82
Br 4.17 -2.84 -2.81
C 1.16 -0.40 -3.03
F 2.55 0.08 -3.39
N 0.23 0.64 -2.46
C -1.07 -0.05 -2.13
C -2.26 0.90 -1.45
C -1.84 2.49 -1.16
C -0.61 2.61 -0.02
C 0.13 4.05 -0.34
C 1.29 3.97 -1.51
C 2.81 3.79 -0.91
N 3.58 2.64 -1.52
H -0.86 -7.07 4.41
H -2.64 -7.59 3.65
H -2.29 -5.87 6.40
H -5.69 -2.90 4.82
H -4.87 -2.88 3.09
H -3.15 -0.92 4.44
H -4.73 -0.69 5.52
H -6.06 -0.46 3.05
H -5.34 1.08 3.85
H -4.22 -0.81 1.44
H -3.10 0.57 2.28
H -6.05 1.56 1.46
H -4.40 2.47 1.51
H -4.74 2.47 -0.97
H -5.92 1.03 -0.85
H -4.34 -3.99 -2.67
H -2.56 -4.17 -3.34
H -3.76 -5.19 -0.84
H -1.80 -4.98 0.62
H -2.77 -3.36 0.53
H -1.10 -3.61 -0.48
H 1.58 -4.96 -2.83
H -2.70 3.15 -0.74
H -1.39 2.90 -2.19
H 0.11 1.69 -0.04
H -1.16 2.73 1.01
H 0.49 4.62 0.64
H -0.73 4.75 -0.79
H 1.07 3.14 -2.32
H 1.28 5.01 -2.09
H 3.41 4.79 -1.14
H 2.79 3.69 0.27
H 3.30 1.71 -1.11
H 3.53 2.64 -2.56
C -9.08 2.51 2.70
Cl -7.78 2.67 3.91
Cl -9.50 4.12 2.06
Cl -8.52 1.47 1.37
Cl -10.51 1.77 3.46
C 7.79 -4.81 -4.42
Cl 6.06 -5.25 -4.41
Cl 8.49 -5.16 -6.02
Cl 7.97 -3.08 -4.06
Cl 8.65 -5.77 -3.18
C 1.53 -0.20 -7.32
Cl -0.20 -0.64 -7.31
Cl 2.22 -0.55 -8.92
Cl 1.70 1.53 -6.96
Cl 2.39 -1.15 -6.08
C 2.15 4.43 3.67
Cl 2.57 4.58 1.94
Cl 3.25 3.26 4.45
Cl 2.30 6.02 4.46
Cl 0.47 3.85 3.81
C 7.09 3.91 5.19
Cl 6.61 2.19 5.19
Cl 5.85 4.87 6.04
Cl 8.65 4.09 6.02
Cl 7.24 4.48 3.51
C -0.26 4.94 -5.28
Cl 0.99 6.20 -5.14
Cl -0.65 4.68 -7.00
Cl 0.34 3.42 -4.56
Cl -1.73 5.47 -4.41
C 11.05 -3.88 -0.66
Cl 11.36 -3.63 -2.39
Cl 9.48 -3.15 -0.22
Cl 11.02 -5.62 -0.30
Cl 12.34 -3.10 0.29
C -12.66 1.18 6.89
Cl -11.40 2.44 7.03
Cl -13.05 0.92 5.18
Cl -12.06 -0.34 7.61
Cl -14.12 1.71 7.76
C 2.61 -0.98 3.64
Cl 3.40 -2.53 3.25
Cl 3.80 0.12 4.38
Cl 1.97 -0.25 2.14
Cl 1.27 -1.26 4.78
C -0.31 -0.83 -12.43
Cl -0.52 -0.75 -10.66
Cl 1.35 -1.34 -12.81
Cl -1.47 -2.00 -13.11
Cl -0.61 0.78 -13.13
C 11.32 7.18 5.95
Cl 12.57 8.43 6.09
Cl 10.93 6.91 4.23
Cl 11.92 5.66 6.67
Cl 9.85 7.70 6.82
C 3.79 9.69 4.76
Cl 3.96 9.32 3.02
Cl 5.20 9.05 5.64
Cl 3.71 11.45 4.98
Cl 2.31 8.94 5.39
C 12.89 -8.60 -2.32
Cl 11.93 -8.82 -3.80
Cl 13.55 -6.95 -2.28
Cl 11.85 -8.85 -0.89
Cl 14.23 -9.78 -2.30

***

# 2
Molecular formula: C24H21N5S
Method: DFT, wB97M-V/def2-TZVPD

Results
Orbital gap, eV: 8.1
DFT total energy, Eh: -1598.46484
Net charge: 0
Energy above the lowest of the compared OMol25 structures with the same formula, charge and spin, kcal per mole: 447.9
LUMO, eV: 0.59

Element x y z (Å)
C -1.07 -0.82 -4.50
C 0.32 -0.70 -4.07
C 1.39 -0.90 -5.00
C 2.64 -0.70 -4.85
C 2.88 -0.45 -3.64
C 2.07 -0.11 -2.71
C 0.72 -0.17 -3.06
N -0.17 -0.29 -1.91
C -0.18 0.72 -1.02
C -1.31 0.56 -0.09
C -1.58 -0.68 -0.59
N -1.03 -1.21 -1.73
C -3.07 -1.60 -0.09
H -3.78 -1.09 -0.21
H -2.82 -2.63 -0.51
S -2.82 -1.59 1.69
C -1.30 -1.46 2.09
N -0.20 -1.72 1.23
C 1.02 -1.50 2.08
C 2.37 -1.34 1.50
C 3.24 -1.07 2.35
C 3.07 -0.39 3.57
C 1.72 -0.45 4.14
C 0.74 -0.79 3.18
N -0.62 -1.31 3.38
H -1.33 -0.76 4.16
H 1.17 -0.09 5.04
H 3.83 -0.21 4.40
H 4.30 -0.87 2.00
H 2.51 -1.73 0.55
C -1.51 1.25 1.13
C -0.64 1.71 1.86
C -0.88 2.53 3.09
C -2.36 2.69 3.36
C -3.30 2.19 2.56
C -2.75 1.51 1.55
H -3.76 0.95 0.86
H -4.21 2.58 2.88
H -2.44 3.22 4.32
H 0.05 2.96 3.60
H 0.37 1.85 1.67
N 0.84 2.09 -1.11
H 0.34 2.72 -0.61
H 0.97 2.14 -1.99
H 2.48 -0.01 -1.70
H 4.01 -0.17 -3.25
H 3.32 -0.75 -5.63
H 0.89 -1.08 -6.11
H -1.41 -1.86 -3.91
H -1.09 -1.09 -5.71
H -1.62 -0.08 -4.24

***

# 3
Molecular formula: C6H6O2
Method: DFT, wB97M-V/def2-TZVPD

Results
Orbital gap, eV: 9.7
SMILES string: C1=C[C@H]2O[C@@H]2C=CO1
DFT total energy, Eh: -382.49248
Net charge: 0
Energy above the lowest of the compared OMol25 structures with the same formula, charge and spin, kcal per mole: 121.3
LUMO, eV: 0.88

Element x y z (Å)
C -0.51 0.79 1.44
C -0.73 1.48 0.37
C -0.60 0.39 -0.77
O -0.22 0.41 -2.16
C 0.73 0.00 -1.13
C 0.88 -1.29 -0.48
C 0.49 -1.28 0.85
O -0.14 -0.49 1.78
H -0.37 1.49 2.29
H -0.95 2.47 0.26
H -1.32 -0.40 -0.61
H 1.77 0.69 -1.25
H 1.57 -2.19 -0.80
H 0.73 -2.06 1.47

***

# 4
Molecular formula: CH3OPS
Method: DFT, wB97M-V/def2-TZVPD

Results
2S+1: 3
Orbital gap (spin up / spin down), eV: 6.7 / 8.5
DFT total energy, Eh: -854.52358
Net charge: 0
Energy above the lowest of the compared OMol25 structures with the same formula, charge and spin, kcal per mole: 12.0
<S²>: 2.01
LUMO (spin up / spin down), eV: -0.90 / -1.32

Element x y z (Å)
C 2.68 0.56 0.26
O -1.74 -0.84 -0.33
P -1.68 0.33 0.73
S 1.29 0.05 -0.31
H 3.56 0.41 -0.28
H -0.92 -0.77 -0.84
H -3.18 0.25 0.78

***

# 5
Molecular formula: C5H10NOS
Method: DFT, wB97M-V/def2-TZVPD

Results
Orbital gap, eV: 10.7
DFT total energy, Eh: -724.28262
Net charge: +1
Energy above the lowest of the compared OMol25 structures with the same formula, charge and spin, kcal per mole: 96.5
LUMO, eV: -4.76

Element x y z (Å)
C -1.88 2.30 1.22
C 1.42 -0.35 0.26
C 1.42 0.90 -0.63
C -0.08 -0.66 0.32
C -0.57 -1.60 -0.78
N -0.70 1.81 1.00
O -1.47 1.20 -1.62
S -0.43 0.93 -0.35
H -2.63 2.31 0.43
H -1.88 2.66 2.27
H 2.05 -1.32 -0.09
H 1.83 -0.21 1.25
H 1.85 1.73 -0.20
H 1.50 0.77 -1.66
H -0.60 -0.93 1.23
H 0.13 -1.40 -1.72
H -1.57 -1.38 -1.22
H -0.53 -2.67 -0.52

***

- The lowest energy above the lowest of the compared OMol25 structures with the same formula, charge and spin belongs to which entry?
  CH3OPS